1.
The following is a DFT calculation (ωB97M-V with the def2-TZVPD basis set) of a structure of composition C58H58BrN5OPRu.

Element x y z (Å)
Ru 0.1923 -0.5944 -0.6819
Br 1.0888 -2.5148 0.9232
P 1.3510 1.4070 2.0925
O 2.7667 -1.5624 -1.6103
N 0.1767 -1.6178 -2.6671
N -2.1471 -0.0247 0.1025
N -0.2969 1.0589 -1.9535
N 0.7683 0.6856 0.8896
N -1.5422 -2.6537 -0.5530
C 3.4657 -0.2418 -4.7455
C 0.8694 -5.9947 -1.9446
C 3.4507 -0.4403 2.2201
C 2.1801 -0.5628 -1.2423
C -1.1085 1.0806 3.3414
C 4.6440 0.1062 -5.3831
C -4.5426 3.2194 -1.3140
C -1.0853 2.9486 -2.9941
C -1.8043 -4.9369 -0.3472
C -4.8964 -2.5896 2.6717
C -4.8784 5.6039 -1.2728
C -2.6578 1.2217 0.0026
C -2.8492 -0.6253 1.0934
C -1.2489 -3.8289 -1.1152
C 2.0208 4.1866 2.8894
C -3.3886 -3.3595 4.8654
C 4.9523 1.4337 -5.6358
C 0.6344 -0.4634 4.0421
C -3.6643 1.4531 1.0178
C -2.4213 -4.3790 0.7120
C -4.7722 -3.4617 4.9107
C -0.2025 3.7450 1.9056
C -3.5218 5.7728 -1.0336
C -2.7599 -2.8765 3.7259
C 0.4072 1.2867 -3.0766
C 2.9585 0.7351 -1.1836
C -5.5245 -3.0788 3.8073
C -1.2468 2.0602 -1.8779
C -0.0399 2.4852 -3.7259
C 1.2692 3.3191 1.8727
C -0.1293 -5.3620 -2.6868
C 2.5075 0.7210 -4.3661
C 2.8955 2.0640 -4.5415
C 4.0738 2.4069 -5.1792
C -2.6820 4.6724 -0.9427
C 1.2780 0.3262 -3.6866
C -2.8118 -1.9952 1.3964
C 1.7605 3.6170 0.4508
C 3.5737 1.2595 4.0320
C -0.2893 -7.3278 -4.0824
C -0.5085 -3.9734 -2.2924
C -3.1735 3.3729 -1.0780
C -0.7118 -6.0467 -3.7494
C -2.2470 -2.9451 0.5624
C 0.5695 -3.1382 -4.3598
C -3.7670 0.2966 1.7131
C 0.8592 -1.0245 -3.6741
C 0.5496 1.8972 4.9599
C 0.7175 -7.9421 -3.3523
C 1.0934 -1.9560 -4.7490
C -5.3825 4.3169 -1.4147
C 1.2927 -7.2719 -2.2793
C 0.0226 -2.9303 -3.0404
C 4.2908 1.8345 1.7732
C -3.5076 -2.4828 2.6181
C 3.2281 1.0400 2.5550
C -2.2931 2.1804 -0.9658
C 0.3715 1.0161 3.7206
H 0.3065 2.8626 -4.6748
H -1.6843 0.4025 3.9822
H -1.5372 2.0748 3.4509
H -3.1155 6.7706 -0.9107
H -5.4772 -2.2964 1.8047
H 1.5337 -1.7128 -5.7026
H -6.6063 -3.1721 3.8306
H -0.8274 3.0673 1.3161
H 3.1017 4.0953 2.8155
H 4.2023 2.9109 1.8794
H -4.9409 2.2203 -1.4318
H -0.7513 -7.8527 -4.9127
H -5.2646 -3.8467 5.8006
H 2.8094 3.3705 0.2957
H 2.2801 2.8523 -4.1388
H -5.5380 6.4611 -1.3342
H 0.5412 -4.0615 -4.9171
H -0.2901 4.7487 1.4703
H -2.7969 -3.6584 5.7226
H 1.0542 -8.9375 -3.6180
H -1.7238 3.7793 -3.2408
H 4.3307 3.4544 -5.3032
H -0.0326 -0.7681 4.8594
H 2.9083 1.0739 -0.1615
H 3.3061 -1.2736 -4.4726
H 4.5040 -0.6960 2.4003
H 2.0831 -7.7440 -1.7061
H 3.2160 -0.6733 1.1865
H 3.4919 2.3095 4.3241
H 1.7387 3.9595 3.9167
H 5.2720 1.5541 2.1766
H -2.9711 -4.8651 1.5055
H 1.3116 -5.4542 -1.1141
H 4.3061 1.5944 0.7153
H -1.2239 0.7564 2.3117
H -0.5869 3.7985 2.9263
H 2.5088 1.5159 -1.7958
H 0.4131 -1.0795 3.1636
H -1.7375 -5.9828 -0.6044
H 0.2427 2.9256 4.7579
H 3.9887 0.5508 -1.5041
H -1.6774 -2.8081 3.6746
H -0.1170 1.5176 5.7562
H 5.8800 1.7097 -6.1333
H 1.6535 -0.6798 4.3569
H 1.6292 4.6867 0.2404
H 2.9636 0.6584 4.6972
H -6.4386 4.1668 -1.6119
H -4.1818 2.3814 1.2034
H 1.1627 3.0445 -0.2624
H 4.6158 0.9544 4.1899
H 5.3506 -0.6738 -5.6475
H -4.3956 0.0851 2.5660
H 1.5578 1.9132 5.3636
H -1.5009 -5.5652 -4.3149
H 1.7732 5.2407 2.7048
H 2.8300 -1.1056 2.8161
H -1.6277 4.8111 -0.7374

Summary:
Molecular weight = 1053.08 Da
2S+1 = 2
Net charge = -2
ΔE to the lowest compared entry with this formula, charge and spin = 37.8 kJ/mol
Total energy = -5604.26401 Eh
F_max = 1.84 eV/Å
Highest occupied orbital energy (spin up / spin down) = -1.2 / -1.1 eV
Orbital gap (spin up / spin down) = 0.1804 / 0.1769 Eh

Mulliken atomic charge list, values in e, 4 entries:
1 Ru 1.353
2 Br -0.718
3 P -1.667
4 O -0.613

2.
The following is a DFT calculation (ωB97M-V with the def2-TZVPD basis set) of a cluster of 3 separate species, C58H60BIN3O7S4 in total.

Element x y z (Å)
I 4.1286 0.3882 -0.0748
S -6.7121 0.1862 4.1837
S -1.5900 -6.5345 1.8401
S -6.7676 -2.0970 2.2999
S -4.5023 -6.0720 1.3069
O 7.1102 4.8965 -6.3739
O 1.8006 4.4002 -3.8256
O 2.9050 1.1748 2.4661
O -0.0072 -2.5324 4.2406
O 2.5840 0.4883 -7.3965
O 1.5132 -0.7749 4.1995
O 4.1195 7.2902 -10.1166
N -5.4759 -2.2753 4.5802
N -2.6117 -4.8483 -0.0314
N -2.4938 -3.0434 -1.2888
C 7.7950 5.6642 -11.2562
C 4.6981 6.0531 -5.5488
C 5.2015 0.7610 -4.1447
C -0.4756 -4.0721 8.9712
C -0.1511 -2.0128 2.9559
C 2.8575 0.2740 1.7446
C 0.5268 -2.7641 7.1677
C 6.5660 6.2062 -10.9220
C -4.2387 3.2791 3.2814
C 1.0203 3.2937 -5.7510
C 5.1410 6.0968 -6.8646
C -3.0402 -3.5687 -0.2218
C -3.0132 -2.3785 4.4880
C -0.6829 -2.0604 7.0811
C 3.1016 2.5452 -4.4730
C -5.7468 1.2012 3.0120
C 5.0234 1.8026 -3.2417
C 8.1434 5.0117 -8.9676
C -0.9558 3.9753 -6.9324
C 6.4428 5.4626 -7.2134
C 4.8086 6.7747 -9.2605
C -2.9572 -5.7658 1.0007
C -0.9667 -5.2277 2.9612
C 3.5059 6.6648 -5.1998
C 2.0430 -0.9678 1.8457
C 8.5867 5.0722 -10.2775
C -1.7496 -5.1524 -1.0602
C -1.4850 -1.2512 2.8068
C 0.2734 -4.4916 2.4406
C 0.6065 -3.7777 8.1368
C -1.6844 -3.3837 8.8537
C -4.2210 -1.5980 4.9823
C 1.9608 3.4893 -4.6118
C 3.9756 2.6925 -3.4044
C 0.9627 -0.8656 2.9198
C -6.2521 -1.4888 3.7070
C 6.1219 6.1585 -9.6067
C 1.6915 -2.4297 6.2846
C -4.4403 1.7777 3.5920
C 2.3900 1.3518 -6.5659
C -5.5055 -3.5827 6.7224
C -0.0146 -3.0993 1.8734
C 6.9090 5.5499 -8.6277
C 4.3420 0.6176 -5.2209
C -1.7720 -2.3689 7.8957
C -1.7048 -4.0216 -1.8206
C -5.4217 -5.3921 4.8176
C 3.2928 1.5101 -5.3932
C 2.7508 7.3231 -6.1646
C -6.2761 -2.7342 5.7282
C -5.0653 -5.0002 6.2461
C 0.3587 2.1394 -7.7609
C 4.3730 6.7427 -7.8375
C -0.0791 4.1337 -5.8731
C 3.1805 7.3592 -7.4804
C -2.7319 -2.1052 2.9952
C 1.2347 2.2867 -6.6933
C -0.7334 2.9815 -7.8800
B 1.3427 -2.1702 4.7075
H -6.4870 -5.3587 4.6159
H 9.5505 4.6559 -10.5395
H 4.4786 -0.1879 -5.9289
H -6.3740 1.9975 2.6299
H -1.8151 4.6268 -7.0227
H -1.2606 -6.0935 -1.1993
H -3.7434 -3.0706 0.4179
H -0.7474 -1.2615 6.3578
H 1.0270 -4.4512 3.2178
H -2.1444 -2.0342 5.0421
H -1.4169 2.8628 -8.7105
H -4.6383 -3.0663 7.1217
H -1.1345 -3.8753 -2.7197
H -4.1759 -1.4000 6.0507
H 1.5259 -4.3341 8.2531
H -1.7758 -4.5733 3.2599
H 0.4691 0.1006 2.7564
H -0.4056 -4.8395 9.7316
H 1.8223 7.8048 -5.8875
H -3.5812 -1.5277 2.6194
H -4.1701 -0.6294 4.4962
H -4.1029 3.8259 4.2101
H -5.5006 0.5174 2.2058
H 0.7852 -2.8913 1.1676
H -4.8907 -4.7714 4.1043
H 8.7519 4.5494 -8.2028
H -3.6092 1.2526 3.1280
H -4.3685 1.6011 4.6597
H 3.8279 3.4987 -2.6992
H 5.7000 1.9158 -2.4057
H 5.2893 5.5393 -4.8032
H -2.7348 -3.0203 2.4133
H -2.6904 -1.8077 7.7702
H -5.0687 3.7031 2.7271
H -0.6925 -5.7876 3.8514
H -1.4970 -0.4961 3.5946
H -7.1136 -3.3230 5.3595
H -5.0600 -6.4037 4.6426
H -5.5368 -5.7313 6.9024
H -0.9100 -3.1852 1.2594
H 2.1264 -1.5049 6.6763
H 3.1607 6.6253 -4.1760
H 2.6928 -1.8142 2.0721
H -6.7174 -1.8770 6.2531
H 0.5356 1.3625 -8.4916
H -3.1256 -3.4392 4.6962
H 1.6066 -1.1386 0.8626
H 2.1796 -2.8594 4.0532
H 6.0135 0.0595 -4.0068
H 2.4587 -3.1951 6.3474
H 5.9470 6.6711 -11.6766
H -3.3153 3.4204 2.7294
H 8.1407 5.7046 -12.2808
H -1.4511 -0.7699 1.8304
H -2.5359 -3.6149 9.4757
H -0.2447 4.9055 -5.1343
H -3.9975 -5.0957 6.4263
H -6.1759 -3.7226 7.5692
H 0.6608 -5.0800 1.6100
H 2.5946 7.8642 -8.2358

Summary:
Molecular weight = 1177.12 Da
Net charge = -1
Total energy = -4852.50444 Eh
F_max = 1.69 eV/Å
Highest occupied orbital energy = -5.1 eV
Orbital gap = 0.1929 Eh

Mulliken atomic charge list, values in e, 4 entries:
1 I -0.133
2 S -0.187
3 S -0.219
4 S -0.174

3.
The following is a DFT calculation (ωB97M-V with the def2-TZVPD basis set) of a cluster of 8 separate species, C58H68BN7O18 in total.

Element x y z (Å)
O 6.5112 1.8201 0.7078
O -11.4394 3.1491 3.5901
O -6.5569 -3.7450 -7.4816
O 9.6141 -3.4486 3.8158
O 4.3632 0.1002 3.3596
O 1.3047 0.9496 -0.2262
O 3.4901 0.8439 -0.1869
O 16.9471 -2.0026 0.4061
O -9.9004 2.1559 2.4505
O -10.3094 0.2060 -2.4447
O -3.3187 7.0420 2.1806
O -11.2751 -1.6771 -2.0340
O 10.1179 -1.4434 4.4419
O -7.0517 -1.8364 0.1336
O -2.3616 5.2469 2.9215
O -6.6674 -1.8221 -6.5078
O 18.2608 -1.6065 -1.2539
O 8.5625 2.1202 0.0515
N -2.3963 6.2396 2.2289
N -10.7358 -0.8821 -2.7852
N 17.1772 -1.9016 -0.7851
N -6.5208 -3.0290 -6.4953
N -11.0507 2.4995 2.6345
N 7.3959 1.7582 -0.0998
N 10.3772 -2.5063 3.9167
C -1.1481 7.5985 0.5867
C 11.7294 -2.6694 3.3530
C 5.6437 0.8197 -1.5305
C -6.2971 -2.8654 -4.0499
C 14.0286 -2.6715 -3.4950
C 6.1363 0.1359 -3.7843
C -6.2982 -3.6596 -5.1853
C -5.9188 -5.6128 -3.8707
C 7.1113 -1.7022 3.4334
C 5.7024 -1.8094 2.7913
C 13.9175 -1.8009 2.9558
C 12.6414 -1.6372 3.4735
C 15.2913 -2.3444 -3.9715
C -9.9093 -0.4150 -5.0533
C -10.8226 -2.8999 -5.9113
C -5.1382 2.0463 2.7717
C 5.2144 -0.4063 2.3781
C -10.1548 -2.0571 -6.7887
C -9.7054 -0.8144 -6.3624
C -1.4200 2.1053 2.7716
C -1.2155 6.4690 1.3834
C -0.1909 5.5356 1.4150
C -6.1073 -5.0275 -5.1121
C -14.3139 2.0947 0.8713
C -13.3684 2.4904 1.8028
C -11.0275 -2.5104 -4.5991
C 12.0566 -3.8541 2.7213
C 14.2626 -2.9870 2.3232
C -6.3794 -0.0171 2.0778
C -5.9247 -4.8305 -2.7222
C 13.3321 -4.0107 2.2023
C -6.1112 -3.4578 -2.8110
C -7.5993 -0.8760 -0.7614
C 5.2285 0.2949 -2.7449
C -7.5391 -0.9594 2.4073
C -13.9358 1.3140 -0.2136
C -12.6101 0.9352 -0.3733
C 2.3719 0.9168 0.4302
C -11.6592 1.3294 0.5530
C -5.8350 0.7640 3.2810
C -10.5600 -1.2760 -4.1860
C 13.7925 -2.7329 -2.1289
C -3.8224 2.3451 3.4967
C 1.0211 6.8773 -0.1634
C 0.9333 5.7440 0.6331
C -2.7059 1.3217 3.1337
C 7.8990 1.0246 -2.4097
C 14.8192 -2.4749 -1.2356
C -0.1132 1.4379 3.2250
C 16.3223 -2.0830 -3.0845
C 6.9794 1.1818 -1.3868
C -7.8386 -2.0007 1.2931
C 16.0742 -2.1569 -1.7252
C 1.1196 2.0826 2.5396
C -0.0187 7.8020 -0.1885
C 3.7625 1.3095 2.7345
C 7.4710 0.4964 -3.6165
C -12.0525 2.0980 1.6332
B 2.2886 0.9848 2.0863
H -15.3470 2.3919 0.9930
H -11.1741 -3.8657 -6.2480
H 1.9474 -0.1085 2.5034
H -5.5525 -0.5124 1.5786
H -0.0421 1.6332 4.3002
H -13.6618 3.0946 2.6485
H -3.0228 0.6996 2.2977
H -1.9569 8.3146 0.5662
H 8.1754 0.3681 -4.4296
H -7.3526 -1.4355 3.3671
H -1.4792 3.0225 3.3524
H -3.4642 3.3251 3.1941
H 1.7382 5.0204 0.6491
H 15.4727 -2.2952 -5.0366
H -6.4410 -1.7970 -4.1195
H -4.0325 2.2859 4.5648
H -10.6280 1.0317 0.4255
H -7.5925 -2.9777 1.7043
H 4.1916 0.0148 -2.8733
H 8.9336 1.3083 -2.2770
H 7.1877 -0.7117 3.8703
H -9.1864 -0.1648 -7.0529
H -6.1135 -2.8505 -1.9144
H -5.7834 -5.2922 -1.7538
H -5.0333 0.1623 3.7030
H -8.1649 -0.1674 -0.1588
H 5.0246 -2.1709 3.5609
H 11.3319 -4.6498 2.6291
H 5.6893 -2.5014 1.9510
H 4.4518 1.5918 1.9401
H -9.9808 -2.3703 -7.8101
H 13.6021 -4.9333 1.7047
H 14.6265 -2.5270 -0.1740
H 17.3037 -1.8284 -3.4564
H -6.7637 -0.3094 -1.1628
H -8.4348 -0.3475 2.5119
H 1.5424 2.8003 3.2627
H 14.6432 -1.0037 3.0463
H -6.1050 -5.6368 -6.0040
H -5.7695 -6.6815 -3.7972
H 7.2009 -2.4408 4.2272
H 7.9050 -1.8657 2.7109
H 12.8079 -2.9839 -1.7585
H -1.3767 2.3438 1.7106
H -5.8160 2.9001 2.7321
H -0.1598 0.3639 3.0690
H 1.9035 7.0415 -0.7689
H 3.7712 2.1212 3.4777
H -4.8737 1.8294 1.7340
H -8.8996 -2.0248 1.0390
H -9.5537 0.5486 -4.7190
H 12.3695 -0.7138 3.9636
H -12.3176 0.3303 -1.2127
H 5.8038 -0.2701 -4.7329
H 4.7105 -0.4306 1.4062
H -14.6777 0.9991 -0.9368
H 15.2602 -3.1148 1.9223
H 0.0535 8.6829 -0.8136
H 4.9146 0.9414 -0.7155
H -6.5979 1.0037 4.0172
H 0.7806 2.6817 1.6873
H -11.5362 -3.1701 -3.9117
H -2.4911 0.7267 4.0184
H -6.7546 0.7190 1.3651
H -0.2557 4.6493 2.0351
H 6.0848 0.2545 2.2947
H -8.2093 -1.3349 -1.5384
H 13.2260 -2.8795 -4.1906

Summary:
Molecular weight = 1162.03 Da
Net charge = -2
ΔE to the lowest compared entry with this formula, charge and spin = 60.9 kJ/mol
Total energy = -4012.65209 Eh
F_max = 1.29 eV/Å
Highest occupied orbital energy = -0.2 eV
Orbital gap = 0.0514 Eh

Mulliken atomic charge list, values in e, 4 entries:
1 O -0.548
2 O -0.618
3 O -0.647
4 O -0.556